1.
This record from the OMol25 dataset describes a structure of composition C48H47AuO2Sb3. The level of theory is the ωB97M-V functional and the def2-TZVPD basis.

XYZ file:
```
101
C48H47AuO2Sb3 (the ωB97M-V functional and the def2-TZVPD basis)
Au -1.372 -0.112 0.149
C -2.879 2.475 -2.217
C -3.146 3.431 -1.053
C -3.979 2.814 0.067
Sb -2.889 1.580 1.426
C -1.664 2.871 2.518
C -0.358 3.108 2.098
C 0.427 4.016 2.794
C -0.091 4.675 3.902
C -1.393 4.430 4.321
C -2.188 3.528 3.628
C -4.376 0.768 2.652
C -4.037 0.134 3.844
C -5.039 -0.338 4.676
C -6.372 -0.175 4.318
C -6.708 0.465 3.134
C -5.711 0.943 2.294
Sb -1.128 1.292 -2.055
C 0.454 2.587 -1.635
C 1.631 2.158 -1.026
C 2.641 3.076 -0.791
C 2.480 4.405 -1.168
C 1.307 4.826 -1.779
C 0.280 3.920 -2.006
C -0.847 0.157 -3.783
C -1.500 -1.044 -4.031
C -1.335 -1.639 -5.271
C -0.532 -1.040 -6.237
C 0.117 0.157 -5.974
C -0.037 0.769 -4.737
H -2.734 3.006 -3.161
H -3.702 1.777 -2.382
H -3.696 4.284 -1.456
H -2.217 3.846 -0.649
H -4.814 2.240 -0.336
H -4.389 3.594 0.711
H 0.056 2.587 1.240
H 1.442 4.211 2.471
H 0.521 5.383 4.443
H -1.790 4.943 5.186
H -3.202 3.337 3.963
H -3.004 0.036 4.139
H -4.784 -0.823 5.608
H -7.153 -0.542 4.971
H -7.746 0.599 2.863
H -5.992 1.443 1.376
H 1.759 1.122 -0.748
H 3.561 2.753 -0.320
H 3.276 5.116 -0.989
H 1.187 5.859 -2.077
H -0.632 4.267 -2.477
H -2.116 -1.515 -3.279
H -1.839 -2.571 -5.488
H -0.415 -1.512 -7.203
H 0.740 0.619 -6.728
H 0.485 1.698 -4.532
O 0.941 -1.004 -1.446
O -0.417 -1.395 -1.189
C 3.927 -0.355 -2.378
C 4.543 -0.756 -1.065
C 5.884 -0.447 -0.830
C 6.523 -0.811 0.342
C 5.840 -1.508 1.333
C 4.511 -1.826 1.135
C 3.872 -1.440 -0.050
Sb 1.904 -2.129 -0.148
C 0.858 -1.469 1.552
C 1.505 -0.459 2.272
C 0.925 0.090 3.404
C -0.310 -0.378 3.828
C -0.961 -1.371 3.111
C -0.409 -1.944 1.957
C -1.172 -3.073 1.301
C 1.695 -4.157 -0.548
C 1.539 -4.995 0.555
C 1.504 -6.365 0.358
C 1.620 -6.870 -0.930
C 1.786 -6.020 -2.016
C 1.841 -4.641 -1.850
C 2.054 -3.718 -3.017
H 4.554 -0.693 -3.203
H 3.859 0.731 -2.453
H 2.928 -0.763 -2.532
H 6.438 0.078 -1.599
H 7.567 -0.562 0.482
H 6.341 -1.807 2.243
H 3.980 -2.376 1.907
H 2.482 -0.109 1.958
H 1.441 0.861 3.959
H -0.759 0.020 4.729
H -1.898 -1.771 3.477
H -2.226 -2.814 1.182
H -1.157 -3.956 1.943
H -0.780 -3.360 0.330
H 1.450 -4.596 1.559
H 1.393 -7.032 1.201
H 1.590 -7.939 -1.092
H 1.887 -6.436 -3.010
H 2.247 -4.279 -3.928
H 2.922 -3.070 -2.852
H 1.182 -3.080 -3.187
```

Calculated values
relative energy (zero: lowest compared OMol25 entry of this formula, charge and spin) = 7.5 kcal per mole
HOMO = -0.5894 hartree
total charge = +3
LUMO energy = -0.36739 hartree
Kohn-Sham gap = 6.041 eV
F_max = 0.008 hartree/bohr

Atom charges from the Mulliken analysis, given in e for atoms 1 to 5:
1 Au 0.804
2 C -1.280
3 C -0.471
4 C -1.344
5 Sb 1.981

2.
This record from the OMol25 dataset describes an isolated molecule of C5H5NO. The level of theory is the ωB97M-V functional and the def2-TZVPD basis.

XYZ file:
```
12
C5H5NO (the ωB97M-V functional and the def2-TZVPD basis)
C 2.851 -0.661 -0.170
C 1.830 -0.147 0.205
C 0.551 0.348 0.697
O 0.317 0.409 1.890
C -0.489 0.688 -0.326
C -1.535 -0.349 -0.541
N -1.837 0.884 0.165
H 3.762 -1.129 -0.478
H -0.174 1.321 -1.153
H -1.443 -1.277 0.022
H -1.987 -0.440 -1.525
H -1.830 0.731 1.174
```

Calculated values
relative energy (zero: lowest compared OMol25 entry of this formula, charge and spin) = 72.7 kcal per mole
HOMO = -0.3688 hartree
structure (SMILES) = C#CC(=O)[C@H]1CN1
LUMO energy = 0.00207 hartree
Kohn-Sham gap = 10.093 eV
F_max = 0.012 hartree/bohr

Atom charges from the Mulliken analysis, given in e for atoms 1 to 5:
1 C 0.230
2 C -0.389
3 C 0.226
4 O -0.523
5 C -0.058

3.
This record from the OMol25 dataset describes a cluster of 7 separate species, C26H61BN5O15 in total. The level of theory is the ωB97M-V functional and the def2-TZVPD basis.

XYZ file:
```
108
C26H61BN5O15 (the ωB97M-V functional and the def2-TZVPD basis)
O -2.707 -1.021 -2.894
C -1.755 -1.192 -2.201
O -1.138 -0.370 -1.356
B 0.024 -1.029 -0.740
O 0.142 -2.356 -1.362
C -0.772 -2.437 -2.284
O -0.955 -3.277 -3.120
O -0.161 -1.229 0.695
C 0.616 -0.422 1.382
O 0.582 -0.236 2.566
C 1.478 0.351 0.363
O 1.172 -0.078 -0.831
O 2.199 1.266 0.648
C 0.896 -1.596 6.128
C 2.130 -1.283 6.994
C 2.435 0.216 7.071
O 2.656 0.840 5.842
C 3.558 0.229 4.942
N 1.846 -1.751 8.345
H 0.908 -2.655 5.859
H 0.844 -1.015 5.207
H -0.071 -1.388 6.591
H 2.943 -1.893 6.581
H 3.372 0.174 7.653
H 1.570 0.627 7.588
H 3.635 0.882 4.075
H 3.206 -0.748 4.615
H 4.584 0.139 5.313
H 2.607 -1.689 9.012
H 1.555 -2.719 8.387
C 0.878 1.883 -5.873
C 0.388 0.419 -6.054
C 1.069 -0.563 -5.109
O 2.401 -0.892 -5.391
C 3.086 -1.590 -4.390
N -1.036 0.511 -5.533
H 0.418 2.675 -6.451
H 1.966 1.898 -6.044
H 0.913 2.135 -4.807
H 0.546 -0.016 -7.044
H 0.447 -1.452 -4.919
H 1.099 -0.119 -4.092
H 2.690 -2.613 -4.314
H 2.913 -1.158 -3.399
H 4.139 -1.757 -4.596
H -0.783 1.100 -4.740
H -1.183 -0.341 -4.979
C 1.466 3.291 3.354
C 0.122 3.081 4.077
C -1.042 2.997 3.050
O -1.603 4.305 2.974
C -2.136 4.681 1.713
N 0.161 1.795 4.752
H 1.984 2.378 3.086
H 2.167 4.006 3.794
H 1.253 3.780 2.389
H -0.121 3.929 4.716
H -1.790 2.321 3.474
H -0.724 2.596 2.083
H -2.548 3.877 1.103
H -1.313 5.199 1.208
H -2.908 5.434 1.877
H 0.947 1.596 5.383
H 0.447 1.080 4.072
C -4.776 -5.233 -0.692
C -4.444 -5.363 -2.173
C -4.590 -4.092 -2.993
O -4.233 -4.324 -4.331
C -4.488 -3.307 -5.260
N -3.020 -5.772 -2.255
H -4.121 -4.531 -0.170
H -4.754 -6.260 -0.332
H -5.733 -4.773 -0.419
H -5.030 -6.183 -2.596
H -3.969 -3.290 -2.586
H -5.668 -3.856 -2.949
H -5.329 -3.506 -5.927
H -3.592 -3.114 -5.851
H -4.685 -2.360 -4.747
H -2.795 -5.627 -3.235
H -2.329 -5.255 -1.730
C 2.567 4.358 -3.266
C 2.648 3.318 -2.159
C 3.544 2.159 -2.678
O 4.948 2.429 -2.499
C 5.379 1.869 -1.275
N 2.958 4.005 -0.899
H 2.223 3.896 -4.200
H 3.524 4.811 -3.530
H 1.785 5.083 -3.036
H 1.641 2.887 -2.130
H 3.449 2.107 -3.764
H 3.265 1.174 -2.297
H 5.234 0.782 -1.265
H 4.896 2.241 -0.368
H 6.458 1.995 -1.154
H 3.974 4.051 -0.918
H 2.644 3.400 -0.147
C -3.389 -0.282 1.282
C -4.166 -0.890 2.468
O -5.384 -0.228 2.805
O -4.020 -0.710 0.072
H -2.361 -0.613 1.403
H -3.519 0.805 1.345
H -3.551 -0.787 3.374
H -4.406 -1.935 2.273
H -5.147 0.686 2.994
H -3.354 -0.571 -0.620
```

Calculated values
HOMO = -0.2379 hartree
total charge = -1
LUMO energy = 0.08315 hartree
Kohn-Sham gap = 8.737 eV
F_max = 0.051 hartree/bohr

Atom charges from the Mulliken analysis, given in e for atoms 1 to 5:
1 O -0.612
2 C 0.672
3 O -0.613
4 B 1.603
5 O -0.512

What did the second record say?
This record from the OMol25 dataset describes an isolated molecule of C5H5NO. The level of theory is the ωB97M-V functional and the def2-TZVPD basis.

XYZ file:
```
12
C5H5NO (the ωB97M-V functional and the def2-TZVPD basis)
C 2.851 -0.661 -0.170
C 1.830 -0.147 0.205
C 0.551 0.348 0.697
O 0.317 0.409 1.890
C -0.489 0.688 -0.326
C -1.535 -0.349 -0.541
N -1.837 0.884 0.165
H 3.762 -1.129 -0.478
H -0.174 1.321 -1.153
H -1.443 -1.277 0.022
H -1.987 -0.440 -1.525
H -1.830 0.731 1.174
```

Calculated values
relative energy (zero: lowest compared OMol25 entry of this formula, charge and spin) = 72.7 kcal per mole
HOMO = -0.3688 hartree
structure (SMILES) = C#CC(=O)[C@H]1CN1
LUMO energy = 0.00207 hartree
Kohn-Sham gap = 10.093 eV
F_max = 0.012 hartree/bohr

Atom charges from the Mulliken analysis, given in e for atoms 1 to 5:
1 C 0.230
2 C -0.389
3 C 0.226
4 O -0.523
5 C -0.058

Question: Which of these has the highest Kohn-Sham gap?
Answer: C5H5NO